2 unconnected molecules or ions with the total composition C4H6O2 at a distorted geometry. Source: OMol25; level of theory: ωB97M-V with the def2-TZVPD basis set.

Output
Orbital gap   9.42 eV
Calculated total energy   -8334.345 eV
Energy relative to the best compared isomer or geometry (same formula, charge and spin)   590.1 kJ/mol

Element x y z (Å)
C -2.20435 0.80213 -1.32471
C -1.09769 0.33114 -1.51595
C 0.41717 0.14211 1.39149
C 0.81067 -0.81854 -0.80951
O 1.62001 -0.94825 -1.93955
O 1.24733 0.02056 0.16692
H -3.12463 1.37890 -1.65560
H 0.66144 -0.72139 2.05961
H -0.57968 0.20018 1.13016
H 0.59416 1.10166 1.92833
H 0.24655 -1.78858 -0.60096
H 2.41981 -0.34368 -1.74966

Cartesian forces (eV/Å) of the 2 atoms listed first:
-1.9 1.5 -1.5
2.2 -1.7 1.3